[1]
This record from the Open Molecules 2025 dataset describes a structure of composition C53H52ClN6O7SiTl. The level of theory is the ωB97M-V functional and the def2-TZVPD basis.

Each line ends with the Löwdin charge.
CARTESIAN COORDINATES (ANGSTROEM)
Tl: 1.06196 -0.11892 0.21052  1.11
O: -1.73632 3.91892 1.37840  0.06
C: -2.02045 4.17326 0.08838  -0.28
C: -3.14468 4.95431 -0.18424  -0.01
C: -3.49565 5.23462 -1.48827  -0.08
C: -2.73280 4.75117 -2.55040  -0.09
C: -1.62020 3.98092 -2.28337  -0.03
C: -1.24592 3.67276 -0.97219  -0.08
C: -0.09082 2.78610 -0.69722  -0.43
O: 0.19105 2.46922 0.49399  -0.08
N: 0.61721 2.39033 -1.75963  0.08
N: 1.49299 1.40614 -1.48298  -0.07
C: 2.46978 1.19666 -2.27236  -0.07
C: 3.37545 0.08124 -2.01943  -0.26
C: 4.26243 -0.33424 -3.00625  0.00
C: 5.09460 -1.40734 -2.74374  -0.03
C: 5.03166 -2.00921 -1.49517  -0.01
C: 4.12031 -1.52384 -0.57120  -0.13
N: 3.29562 -0.50993 -0.82498  0.07
H: -0.95049 3.32280 1.36928  0.07
H: -3.72702 5.32192 0.65050  0.12
H: -4.37165 5.84074 -1.68390  0.10
H: -3.01172 4.97530 -3.57115  0.10
H: -1.00443 3.60021 -3.08644  0.10
H: 2.62734 1.84131 -3.13214  0.14
H: 4.27727 0.17544 -3.96085  0.12
H: 5.78128 -1.76874 -3.49792  0.12
H: 5.66199 -2.84786 -1.23587  0.12
H: 4.04477 -1.98340 0.40592  0.11
C: -0.52341 -0.42145 1.69620  -0.26
Si: 0.22400 -0.14138 3.37253  0.63
C: 1.57773 1.16178 3.11531  -0.23
N: 2.53890 0.84515 2.04315  -0.24
C: 3.23000 2.07771 1.56084  -0.17
C: 4.72530 1.87536 1.36912  -0.18
C: 5.37427 1.47012 2.69371  -0.17
C: 4.60969 0.30253 3.35788  -0.15
C: 3.49742 -0.20662 2.44931  -0.19
C: 0.85424 -1.70222 4.18421  -0.26
C: 0.64088 -2.97609 3.65994  -0.09
C: 1.11977 -4.10559 4.31097  -0.07
C: 1.82182 -3.97670 5.49919  -0.08
C: 2.03798 -2.71647 6.04316  -0.09
C: 1.55317 -1.59405 5.39139  -0.10
C: -1.04130 0.61977 4.53037  -0.23
C: -2.13294 -0.15427 4.93685  -0.09
C: -3.08301 0.34639 5.81246  -0.09
C: -2.95523 1.63763 6.30877  -0.09
C: -1.87954 2.42121 5.92176  -0.09
C: -0.93307 1.91435 5.03977  -0.09
H: -1.22044 0.35616 1.40085  -0.01
H: -0.90932 -1.40942 1.45649  0.02
H: 2.09596 1.38518 4.05868  0.10
H: 1.05297 2.07382 2.81935  0.08
H: 3.08929 2.87070 2.30346  0.13
H: 2.75004 2.41693 0.64234  0.09
H: 5.15452 2.81349 1.01235  0.12
H: 4.91248 1.12886 0.59331  0.10
H: 5.36946 2.33932 3.35584  0.11
H: 6.42072 1.20671 2.53402  0.11
H: 4.19605 0.60970 4.32056  0.10
H: 5.27809 -0.53371 3.56929  0.11
H: 2.93982 -1.01361 2.92151  0.11
H: 3.93807 -0.62269 1.54446  0.07
H: 0.12383 -3.09414 2.71720  0.09
H: 0.95747 -5.08501 3.87991  0.11
H: 2.20370 -4.85658 6.00133  0.10
H: 2.58350 -2.61127 6.97265  0.10
H: 1.71767 -0.61509 5.83355  0.10
H: -2.23719 -1.16983 4.56698  0.11
H: -3.92038 -0.27046 6.11384  0.10
H: -3.69315 2.03022 6.99684  0.10
H: -1.77657 3.42877 6.30464  0.10
H: -0.10433 2.54875 4.74608  0.09
O: 2.62694 -6.33391 -0.89916  0.12
C: 1.96117 -6.08321 -2.00802  -0.52
O: 1.69224 -6.94191 -2.81112  0.06
C: 1.56622 -4.65566 -2.24540  -0.04
C: 1.17879 -4.15570 -3.47155  -0.56
Cl: 0.88218 -5.01737 -4.90633  0.83
N: 0.95669 -2.81930 -3.33756  -0.05
N: 1.15542 -2.43704 -2.05624  0.16
C: 1.53863 -3.51522 -1.40165  -0.12
C: 1.93393 -3.39986 0.05255  -0.56
O: 2.63077 -4.31614 0.52354  0.05
O: 1.56228 -2.37943 0.68853  -0.10
C: 0.67933 -1.80515 -4.30887  -0.17
C: 1.02814 -1.93251 -5.64910  -0.04
C: 0.75098 -0.89480 -6.52790  -0.07
C: 0.14379 0.27156 -6.08866  -0.08
C: -0.17939 0.40014 -4.74595  -0.08
C: 0.09001 -0.63060 -3.86118  -0.05
H: 2.66227 -5.51987 -0.30466  0.03
H: 1.53056 -2.81009 -6.01648  0.07
H: 1.02566 -1.00480 -7.56891  0.11
H: -0.07121 1.07209 -6.78415  0.11
H: -0.63698 1.30443 -4.36510  0.10
H: -0.15624 -0.52809 -2.81573  0.07
C: -7.90920 1.46358 -2.53913  -0.04
C: -6.50024 0.97412 -2.35225  -0.25
C: -5.80612 0.37454 -3.39399  -0.01
C: -4.50757 -0.08709 -3.23159  -0.19
C: -3.81289 -0.71521 -4.41685  -0.04
C: -3.87688 0.08582 -1.98682  -0.09
C: -2.48645 -0.36496 -1.85074  -0.17
O: -1.70246 0.00606 -0.99758  -0.01
C: -4.56657 0.68368 -0.91214  -0.17
C: -3.96169 0.84843 0.45398  -0.02
C: -5.86859 1.10906 -1.12064  0.00
H: -8.25682 1.29380 -3.55684  0.07
H: -7.97645 2.53187 -2.32701  0.08
H: -8.58871 0.95289 -1.85488  0.08
H: -6.28998 0.25894 -4.35744  0.11
H: -4.51113 -0.81035 -5.24649  0.08
H: -3.42709 -1.71100 -4.19521  0.09
H: -2.97026 -0.10952 -4.75571  0.07
H: -2.14778 -1.08306 -2.61424  0.11
H: -3.15066 1.57359 0.44236  0.07
H: -3.54104 -0.08903 0.81925  0.09
H: -4.71852 1.19027 1.15892  0.09
H: -6.40758 1.56219 -0.29558  0.12

## Properties
ΔE to the lowest compared entry with this formula, charge and spin (eV): 0.387
HOMO level (eV): -8.17
E (Eh): -3828.30537
HOMO-LUMO gap (eV): 7.3
LUMO (eV): -0.871
Max |F| (hartree/bohr): 0.016

=====

[2]
This record from the Open Molecules 2025 dataset describes the molecule C2H2O2. The level of theory is the ωB97M-V functional and the def2-TZVPD basis.

Each line ends with the Löwdin charge.
CARTESIAN COORDINATES (ANGSTROEM)
O: 1.96541 -0.17001 0.17421  0.16
C: 0.82052 -0.12494 -0.07264  -0.57
C: -0.65134 0.09895 0.15111  0.07
O: 0.08538 -0.52329 -1.01090  0.13
H: -0.96824 1.13194 -0.08331  0.11
H: -1.25174 -0.41266 0.84153  0.09

## Properties
SMILES: O=C1CO1
ΔE to the lowest compared entry with this formula, charge and spin (eV): 0.653
HOMO level (eV): -10.50
E (Eh): -227.82379
HOMO-LUMO gap (eV): 11.3
LUMO (eV): 0.817
Max |F| (hartree/bohr): 0.075

=====

[3]
This record from the Open Molecules 2025 dataset describes a structure of composition C24H29N2O3S3V. The level of theory is the ωB97M-V functional and the def2-TZVPD basis.

Each line ends with the Löwdin charge.
CARTESIAN COORDINATES (ANGSTROEM)
V: -1.56895 -1.26441 -1.52017  0.57
S: 0.65420 -1.25895 -0.94331  0.73
C: 0.95299 0.27917 -0.20928  -0.61
N: 2.08402 0.51159 0.48655  -0.10
C: 2.08994 1.64436 1.40366  -0.10
C: 1.53827 2.85814 0.70658  -0.09
N: 0.23479 2.55320 0.12515  -0.09
C: -0.77093 3.62336 0.20555  -0.12
C: -1.30120 3.77239 1.61018  -0.22
C: -1.03030 4.91386 2.35265  -0.05
C: -1.49367 5.03021 3.65868  -0.07
C: -2.22472 3.99848 4.22748  -0.08
C: -2.50457 2.85498 3.48545  -0.07
C: -2.04629 2.74101 2.18229  -0.03
C: -0.01927 1.31698 -0.33496  -0.61
S: -1.52302 0.98860 -1.12328  0.77
C: 3.20964 -0.42350 0.55546  -0.12
C: 4.52090 0.28582 0.32400  -0.24
C: 4.73522 0.97057 -0.87017  -0.04
C: 5.92891 1.63993 -1.08902  -0.07
C: 6.92171 1.62850 -0.11487  -0.08
C: 6.71437 0.94692 1.07393  -0.07
C: 5.51352 0.28121 1.29346  -0.04
H: 3.11311 1.82975 1.72194  0.13
H: 1.48240 1.41048 2.28381  0.15
H: 2.22250 3.19694 -0.07594  0.14
H: 1.40590 3.66281 1.42866  0.13
H: -1.57213 3.40024 -0.49111  0.08
H: -0.29158 4.54700 -0.12064  0.13
H: -0.46451 5.72526 1.90626  0.11
H: -1.28319 5.92673 4.22798  0.11
H: -2.58248 4.08519 5.24513  0.11
H: -3.09065 2.05491 3.92018  0.11
H: -2.28947 1.85737 1.60028  0.09
H: 3.05219 -1.18653 -0.20102  0.08
H: 3.21334 -0.92099 1.52932  0.14
H: 3.96301 0.97325 -1.63354  0.12
H: 6.08959 2.16666 -2.02111  0.11
H: 7.85477 2.14967 -0.28584  0.11
H: 7.48404 0.93539 1.83477  0.11
H: 5.35084 -0.24989 2.22555  0.12
C: -5.63778 -1.02719 -1.21483  0.02
C: -4.31789 -0.84536 -0.53633  -0.60
O: -4.15483 -0.27531 0.49527  0.11
O: -3.26291 -1.42177 -1.21074  -0.29
H: -6.38122 -0.41641 -0.71372  0.09
H: -5.93098 -2.07643 -1.15353  0.09
H: -5.57112 -0.75895 -2.26916  0.09
O: -1.05384 -2.91554 -2.51676  -0.70
S: -1.78596 -3.97467 -3.37427  1.07
C: -3.21737 -4.52956 -2.39342  -0.29
C: -3.03725 -6.02772 -2.16495  -0.22
C: -1.54314 -6.22276 -1.92198  -0.21
C: -0.86075 -5.49685 -3.07389  -0.30
H: -4.12929 -4.24635 -2.91333  0.10
H: -3.13903 -3.96644 -1.46512  0.09
H: -3.35024 -6.58843 -3.04776  0.12
H: -3.64755 -6.36277 -1.32807  0.13
H: -1.25978 -7.27367 -1.90242  0.12
H: -1.24936 -5.77762 -0.97012  0.12
H: -0.91277 -6.06279 -4.00553  0.10
H: 0.16982 -5.19009 -2.90003  0.11

## Properties
ΔE to the lowest compared entry with this formula, charge and spin (eV): 1.043
HOMO level (alpha / beta) (eV): -9.52 / -11.18
Charge: +1
E (Eh): -3405.59657
HOMO-LUMO gap (alpha / beta) (eV): 6.5 / 7.8
LUMO (alpha / beta) (eV): -3.025 / -3.365
Max |F| (hartree/bohr): 0.057
Multiplicity: 4

=====

[4]
This record from the Open Molecules 2025 dataset describes a structure of composition C29H41BrLuN10O2S5. The level of theory is the ωB97M-V functional and the def2-TZVPD basis.

Each line ends with the Löwdin charge.
CARTESIAN COORDINATES (ANGSTROEM)
Lu: -0.21526 0.17208 0.09212  1.46
C: 3.97495 0.03687 -1.20737  -0.49
C: 3.35693 -0.37076 -2.53583  -0.46
S: 1.67634 -1.00772 -2.32916  0.85
C: 0.90378 -0.74445 -3.91805  -0.49
C: -0.59970 -0.89031 -3.83522  -0.49
S: -1.46827 0.08044 -2.59020  0.79
C: -1.58313 1.71743 -3.36595  -0.49
C: -0.26554 2.43262 -3.55730  -0.49
S: 0.52251 2.67548 -1.95991  0.88
C: 2.25114 2.88356 -2.47430  -0.47
C: 3.22465 2.74014 -1.32899  -0.50
S: 3.06363 1.29448 -0.28338  0.85
H: 4.97061 0.42523 -1.42874  0.10
H: 4.11148 -0.81377 -0.54084  0.07
H: 4.00640 -1.11087 -3.01138  0.10
H: 3.29906 0.48754 -3.20436  0.06
H: 1.29656 -1.48582 -4.62054  0.11
H: 1.20534 0.21638 -4.29773  0.05
H: -0.86043 -1.92568 -3.62336  0.07
H: -1.02564 -0.65973 -4.82143  0.11
H: -2.23722 2.30084 -2.72540  0.08
H: -2.05770 1.58622 -4.35180  0.11
H: -0.45827 3.40468 -4.01937  0.10
H: 0.40166 1.88123 -4.21599  0.06
H: 2.39088 3.86153 -2.93432  0.11
H: 2.45699 2.14771 -3.25930  0.06
H: 3.16338 3.60485 -0.67394  0.06
H: 4.22770 2.72868 -1.74460  0.10
Br: 1.87388 7.66464 0.52664  0.85
C: 0.95044 6.04485 0.69220  -0.69
C: -0.37166 5.98152 0.31147  -0.10
C: -1.07154 4.79298 0.36080  -0.03
C: -0.41426 3.64128 0.79526  -0.35
C: 0.90274 3.70056 1.20169  -0.10
C: 1.57880 4.90571 1.16550  -0.11
N: -1.09117 2.35813 0.74198  -0.02
C: -2.33062 2.37304 1.04434  -0.07
C: -3.24203 1.23659 0.87576  -0.27
C: -4.54643 1.36393 1.29802  0.02
C: -5.42478 0.32409 1.01821  -0.01
C: -4.95166 -0.76904 0.33522  0.00
C: -3.59538 -0.82159 -0.00725  -0.15
N: -2.73731 0.15900 0.25681  -0.03
H: -0.86151 6.87806 -0.05239  0.12
H: -2.10380 4.77795 0.02028  0.13
H: 1.42321 2.79236 1.51255  0.07
H: 2.61932 4.94430 1.48059  0.12
H: -2.76252 3.28661 1.45738  0.14
H: -4.85144 2.27485 1.79008  0.13
H: -6.47322 0.38653 1.30886  0.14
H: -5.58872 -1.59503 0.04189  0.13
H: -3.21526 -1.65133 -0.57365  0.02
N: -0.04969 1.80526 3.64127  0.06
N: 1.23667 1.46547 4.06176  0.00
C: 2.03095 0.53720 3.46972  -0.34
N: 3.13761 0.25013 4.14366  0.24
N: 1.62046 0.04796 2.27096  0.06
N: 2.26330 -1.00964 1.77022  -0.44
O: 1.79479 -1.41931 0.67725  -0.18
O: 3.20904 -1.56623 2.28739  0.09
H: -0.07210 2.79872 3.41161  0.08
H: -0.70183 1.60731 4.39089  0.11
H: 1.64138 1.98499 4.82689  0.16
H: 3.24777 0.58475 5.08322  0.14
H: 3.76430 -0.43703 3.79036  0.10
C: -0.95075 -4.34307 2.88708  0.01
N: -1.70472 -3.08916 3.13538  -0.16
C: -2.91141 -3.10669 3.98797  0.01
C: -1.32671 -1.98189 2.57513  -0.28
N: -0.92417 -1.00652 2.08905  0.06
H: -0.59519 -4.74784 3.83039  0.10
H: -0.13499 -4.14408 2.18432  0.09
H: -1.62814 -5.07107 2.45361  0.09
H: -2.63440 -3.25789 5.02821  0.10
H: -3.53735 -3.94223 3.67565  0.10
H: -3.45310 -2.16734 3.87262  0.10
S: -1.01400 -2.61315 -0.60891  0.64
C: -0.25762 -4.04803 -1.14999  -0.68
N: 1.04392 -4.14724 -1.45173  0.07
C: 1.62614 -5.31019 -1.83999  -0.03
C: 0.89543 -6.43732 -1.96042  -0.02
C: -0.47055 -6.39705 -1.63474  0.00
C: -1.04771 -5.21068 -1.25130  -0.08
H: 1.59131 -3.30075 -1.44367  0.06
H: 2.68387 -5.25338 -2.06082  0.14
H: 1.34652 -7.35797 -2.28221  0.13
H: -1.07700 -7.29731 -1.69640  0.13
H: -2.08999 -5.13757 -1.00006  0.11

## Properties
HOMO level (eV): -15.27
Charge: +3
E (Eh): -7627.40231
HOMO-LUMO gap (eV): 7.1
LUMO (eV): -8.169
Max |F| (hartree/bohr): 0.026

=====

- Among the records above, which one has the lowest E?
  C29H41BrLuN10O2S5

=====

- Among the records above, which one has the lowest E?
  C29H41BrLuN10O2S5